Entry from the Open Molecules 2025 dataset: a structure of composition C5H15N2O in a non-equilibrium geometry (wB97M-V/def2-TZVPD).

Summary:
total charge: +1
lowest unoccupied orbital energy: -9.08 eV
orbital gap: 4.041 eV

Cartesian coordinates (Å):
O: -0.21 2.29 -0.41
N: -1.56 -1.19 0.20
N: -2.47 1.47 -0.21
C: 2.27 -1.03 0.69
C: 2.58 0.26 0.91
C: 0.15 -0.50 -1.46
C: 0.83 -1.55 0.79
C: -0.21 -0.79 0.01
H: -3.22 1.63 -0.90
H: 1.16 -0.08 -1.43
H: 0.56 -1.49 1.86
H: 3.63 0.52 0.96
H: 1.84 0.92 1.34
H: -2.86 2.02 0.56
H: -0.25 0.30 0.33
H: -0.19 3.10 -0.95
H: 0.77 -2.65 0.62
H: -0.54 0.23 -1.89
H: 3.02 -1.83 0.59
H: -2.33 -0.63 -0.17
H: -1.76 -1.57 1.12
H: 0.08 -1.37 -2.14
H: -1.29 1.95 -0.41

Entry from the Open Molecules 2025 dataset: the ion C5H15N2O with charge +1 in a non-equilibrium geometry (wB97M-V/def2-TZVPD).

Summary:
total charge: +1
lowest unoccupied orbital energy: -5.84 eV
orbital gap: 7.788 eV

Cartesian coordinates (Å):
O: -1.74 0.22 2.13
N: 0.04 -1.68 1.27
N: 1.34 1.17 -0.91
C: -1.44 0.24 0.76
C: 0.78 -0.14 -0.65
C: 2.50 1.15 -1.83
C: 0.13 -0.04 0.76
C: -2.33 -0.66 -0.07
H: -3.29 -0.19 -0.28
H: -1.89 -0.93 -1.05
H: -0.63 -1.59 2.06
H: 1.45 -1.00 -0.53
H: -2.65 0.41 2.40
H: -1.43 1.27 0.38
H: -2.39 -1.64 0.40
H: 0.57 1.62 -1.41
H: 0.39 1.08 0.89
H: 0.14 -0.50 -1.46
H: 2.61 1.99 -2.49
H: 2.47 0.18 -2.36
H: 0.86 -1.81 1.86
H: 3.43 0.98 -1.28
H: 1.08 -0.13 1.38

Entry from the Open Molecules 2025 dataset: the ion C5H15N2O with charge +1 in a non-equilibrium geometry (wB97M-V/def2-TZVPD).

Summary:
total charge: +1
lowest unoccupied orbital energy: -2.88 eV
structure (SMILES): CC[C@@](N)(O)[NH+](C)C
orbital gap: 11.439 eV

Cartesian coordinates (Å):
O: -0.74 1.12 -1.64
N: 1.19 -0.12 -1.53
N: 0.10 0.65 0.62
C: -0.97 -1.25 -0.90
C: 1.39 1.28 0.91
C: -0.37 -2.36 -0.07
C: -1.05 1.48 1.05
C: -0.04 0.15 -1.03
H: 1.79 0.62 -1.88
H: -0.33 -2.13 0.99
H: -0.18 1.74 -2.11
H: -0.70 2.39 1.54
H: -1.09 -1.56 -1.93
H: -1.68 0.94 1.75
H: 2.20 0.65 0.58
H: 1.49 1.43 1.99
H: 1.45 2.25 0.42
H: -1.64 1.76 0.18
H: 0.62 -2.65 -0.41
H: 1.62 -1.00 -1.35
H: 0.07 -0.24 1.12
H: -1.01 -3.24 -0.17
H: -1.94 -0.93 -0.52

Entry from the Open Molecules 2025 dataset: a cluster of 2 separate species, C5H15N2O in total in a non-equilibrium geometry (wB97M-V/def2-TZVPD).

Summary:
total charge: +1
lowest unoccupied orbital energy (spin up / spin down): -2.66 / -7.84 eV
multiplicity: 3
orbital gap (spin up / spin down): 7.824 / 6.709 eV

Cartesian coordinates (Å):
O: -1.17 1.58 0.63
N: -1.02 -0.70 0.56
N: 1.23 0.29 -0.28
C: 2.13 0.90 0.73
C: -1.85 0.40 0.28
C: 2.10 -0.82 -0.72
C: -2.02 0.46 -1.26
C: -1.42 -1.86 0.80
H: 1.76 1.76 1.11
H: 2.45 -1.35 0.16
H: -2.92 0.37 0.75
H: -2.65 1.41 -1.36
H: -0.92 1.52 1.57
H: 2.97 -0.39 -1.11
H: -2.44 -2.07 0.59
H: 1.10 0.84 -1.06
H: 0.19 -0.11 0.23
H: -0.93 -2.77 0.98
H: -2.49 -0.36 -1.69
H: -1.03 0.73 -1.53
H: 3.02 1.32 0.29
H: 2.34 0.30 1.62
H: 1.53 -1.45 -1.29

Entry from the Open Molecules 2025 dataset: a cluster of 2 separate species, C5H15N2O in total in a non-equilibrium geometry (wB97M-V/def2-TZVPD).

Summary:
total charge: +2
lowest unoccupied orbital energy (spin up / spin down): -11.57 / -13.19 eV
multiplicity: 2
orbital gap (spin up / spin down): 4.108 / 2.495 eV

Cartesian coordinates (Å):
O: 3.64 -2.17 1.79
N: 0.93 1.26 0.01
N: -4.64 1.62 -2.08
C: 2.29 -2.02 1.60
C: -0.66 1.10 0.20
C: 1.83 -0.54 1.38
C: 1.41 -0.16 -0.10
C: -1.22 0.70 -1.00
H: 0.78 1.49 -0.98
H: -5.33 0.91 -2.45
H: 1.89 -2.77 0.88
H: 2.23 -0.32 -0.79
H: -0.88 2.13 0.50
H: -4.37 2.22 -2.88
H: -2.11 0.08 -1.10
H: 2.70 0.09 1.62
H: -1.19 1.47 -1.86
H: 1.80 -2.37 2.52
H: 0.67 -0.86 -0.41
H: -0.91 0.39 0.98
H: -3.75 1.10 -1.81
H: 0.94 -0.26 1.93
H: 3.92 -3.08 2.05

Entry from the Open Molecules 2025 dataset: a cluster of 2 separate species, C5H15N2O2 in total in a non-equilibrium geometry (wB97M-V/def2-TZVPD).

Summary:
total charge: -1
lowest unoccupied orbital energy: 3.59 eV
orbital gap: 6.554 eV

Cartesian coordinates (Å):
O: 1.09 -2.86 1.76
O: 1.90 2.37 1.80
N: 0.51 -0.38 1.47
N: -1.29 1.46 -1.49
C: 0.36 -1.07 0.21
C: 0.11 1.89 -1.49
C: -1.63 0.53 -0.40
C: -1.01 -0.87 -0.43
C: 0.64 -2.65 0.53
H: -1.40 1.03 0.54
H: -2.72 0.43 -0.44
H: 1.95 2.54 0.84
H: 0.88 -1.13 2.09
H: 0.63 1.59 -2.41
H: -1.69 -1.43 0.24
H: -0.35 -0.02 1.86
H: 0.18 2.96 -1.34
H: -1.55 1.06 -2.38
H: 0.63 1.35 -0.71
H: 1.35 -2.97 -0.28
H: 1.11 -0.76 -0.54
H: 1.77 1.40 1.73
H: -1.10 -1.33 -1.42
H: -0.35 -3.11 0.26

Entry from the Open Molecules 2025 dataset: a cluster of 3 separate species, C5H15N2O2 in total in a non-equilibrium geometry (wB97M-V/def2-TZVPD).

Summary:
total charge: +1
lowest unoccupied orbital energy: -2.99 eV
orbital gap: 9.212 eV

Cartesian coordinates (Å):
O: 2.54 -2.81 0.74
O: -0.94 -1.68 0.27
N: -2.69 1.31 -0.88
N: 1.17 -0.40 -0.58
C: -0.54 1.89 0.15
C: 1.02 2.11 0.17
C: -1.32 1.28 -0.80
C: -3.46 0.40 -0.34
C: 1.57 0.71 0.40
H: -0.98 2.34 1.04
H: -1.03 -2.61 0.51
H: -4.50 0.50 -0.43
H: 3.02 -3.54 0.27
H: 1.34 0.23 1.40
H: -1.73 -1.57 -0.32
H: 2.11 -3.12 1.47
H: 1.60 -1.24 -0.13
H: 2.66 0.88 0.33
H: 1.29 2.80 0.99
H: -3.21 -0.46 0.31
H: -0.90 1.08 -1.76
H: 0.19 -0.37 -0.56
H: 1.30 2.63 -0.77
H: 1.48 -0.38 -1.48

Entry from the Open Molecules 2025 dataset: a cluster of 2 separate species, C5H15N2P in total in a non-equilibrium geometry (wB97M-V/def2-TZVPD).

Summary:
lowest unoccupied orbital energy (spin up / spin down): -0.16 / 0.17 eV
orbital gap (spin up / spin down): 8.225 / 7.305 eV

Cartesian coordinates (Å):
P: -0.54 -0.48 0.49
N: 0.34 1.02 0.09
N: -2.07 -0.56 0.62
C: -0.09 1.94 -0.98
C: -2.99 0.16 -0.29
C: 1.43 -2.47 -0.98
C: -0.11 -0.68 2.25
C: 1.83 0.87 0.04
H: -2.60 0.43 -1.31
H: 2.23 0.73 1.07
H: -1.14 2.28 -0.91
H: 0.19 -1.72 2.32
H: 1.61 -2.17 -2.02
H: -1.06 -0.43 2.73
H: -3.78 -0.56 -0.48
H: 2.23 0.05 -0.56
H: 0.41 2.90 -0.83
H: 2.29 -2.73 -0.40
H: 2.31 1.80 -0.41
H: 0.15 1.61 -1.96
H: 0.63 -3.17 -0.90
H: -3.49 1.08 0.17
H: 0.71 -0.05 2.61

Summary of ΔE to the lowest compared entry with this formula, charge and spin in kcal per mole
188.5, 157.8, 27.9, 36.3, 190.3, 14.5, 84.2, 84.4
(order as listed above)